Here is C9H7ClO in the gas phase in a non-equilibrium geometry from the Open Molecules 2025 dataset. Energies are from wB97M-V/def2-TZVPD.

```
18
Properties=species:S:1:pos:R:3:nbo_charge:R:1
O -2.64217 0.63931 0.99265 -0.55
C -3.07417 -0.49687 0.46817 0.36
C -2.18154 -1.38431 -0.44355 -0.36
C -0.87188 -1.21608 -0.67748 -0.07
C -0.01085 -0.10158 -0.35778 -0.16
C -0.70200 1.05714 -0.47677 -0.12
C -0.00082 2.19992 -0.46959 -0.21
C 1.29803 2.26720 0.02121 -0.17
C 2.04954 1.06153 0.28073 -0.24
C 1.34252 -0.11797 0.12372 0.02
Cl 2.27583 -1.62383 0.24532 -0.02
H -4.15509 -1.01529 0.59510 0.15
H -2.75984 -2.14292 -0.95354 0.22
H -0.47382 -1.96841 -1.48846 0.23
H -1.70573 0.76388 -0.71902 0.25
H -0.46329 3.01532 -0.84771 0.21
H 1.85305 3.23403 -0.12041 0.22
H 3.05992 0.99004 0.61057 0.23
```

As for the net charge: 0. As for the SMILES: O=C/C=C\c1ccccc1Cl. The LUMO energy comes out at -0.718 eV. For the frontier orbital gap, the calculation gives 8.3 eV. For the highest occupied orbital energy, the calculation gives -9.03 eV.